Here is 2 unconnected molecules or ions with the total composition C7H9O2 in a non-equilibrium geometry from the OMol25 dataset. Energies are from wB97M-V/def2-TZVPD.

Results
* frontier orbital gap: 5.74 eV
* relative energy (zero: lowest compared OMol25 entry of this formula, charge and spin): 2.616 eV

```
! RIJCOSX wB97M-V def2-TZVPD def2/J DEFGRID3
* xyz -1 1
O -1.4431 -2.8029 -0.2451
O 0.4807 3.0533 -0.8203
C 1.7836 -0.3253 -2.0935
C 1.2268 0.8709 -1.5552
C 0.8298 1.9850 -1.2325
C 0.4083 -0.0280 1.2830
C -2.0638 0.1212 1.3785
C -0.8903 -0.7005 0.9596
C -1.0506 -1.8176 0.2892
H 1.2604 -1.1633 -1.4859
H -2.3205 0.8683 0.5265
H 0.3326 0.4820 2.2513
H 1.3148 -0.5639 1.4376
H -2.9806 -0.4931 1.5211
H 2.8561 -0.3789 -1.9196
H 0.5523 0.7645 0.5178
H 1.6317 -0.4533 -3.1914
H -1.9281 0.5816 2.3788
*
```

---

Here is 3 unconnected molecules or ions with the total composition C4H15N2O in a non-equilibrium geometry from the OMol25 dataset. Energies are from wB97M-V/def2-TZVPD.

Results
* frontier orbital gap: 5.61 eV
* relative energy (zero: lowest compared OMol25 entry of this formula, charge and spin): 7.598 eV

```
! RIJCOSX wB97M-V def2-TZVPD def2/J DEFGRID3
* xyz 1 1
O 0.9045 -1.5199 3.0537
N 1.8004 1.4218 2.8875
N -1.0925 0.5110 -3.0233
C -1.1083 0.0395 -1.6668
C 0.1641 0.3631 -1.1015
C 0.1446 0.4329 0.4371
C -1.3282 -1.5134 -1.3949
H -2.1557 0.5866 -3.2104
H 1.4592 2.0395 3.6248
H 0.3324 1.4628 0.8189
H -1.3867 -2.1947 -2.2190
H -1.9474 -1.7142 -0.5728
H -1.9445 0.5949 -1.0256
H 1.3971 -0.7832 3.4384
H 0.3385 1.3343 -1.5380
H -0.6255 -0.0125 -3.8049
H 2.7051 1.8316 2.7321
H 0.8868 -0.3235 -1.5862
H 0.4605 -1.1634 2.3154
H -0.2151 -1.8754 -0.9841
H -0.1936 -0.6043 0.8076
H 1.4043 1.0865 2.0119
*
```

---

Here is CH2N4 in the gas phase in a non-equilibrium geometry from the OMol25 dataset. Energies are from wB97M-V/def2-TZVPD.

Results
* frontier orbital gap: 10.49 eV
* relative energy (zero: lowest compared OMol25 entry of this formula, charge and spin): 3.361 eV

```
! RIJCOSX wB97M-V def2-TZVPD def2/J DEFGRID3
* xyz 0 1
N 0.4424 0.6991 -0.0907
N -0.3486 -0.5133 -0.0831
N 0.3055 1.4883 -1.0132
N -0.0755 -1.8166 1.9305
C -0.1737 -1.2244 0.9536
H -0.8732 -1.0493 -0.8173
H 0.7231 2.4161 -0.8797
*
```

---

Here is 5 unconnected molecules or ions with the total composition C20H50ClN2O19P4 in a non-equilibrium geometry from the OMol25 dataset. Energies are from wB97M-V/def2-TZVPD.

Results
* frontier orbital gap: 7.88 eV

```
! RIJCOSX wB97M-V def2-TZVPD def2/J DEFGRID3
* xyz 1 1
Cl -6.5991 -0.5658 1.4665
P 2.0520 -6.8441 2.5351
P -0.5499 3.3538 -5.2063
P 1.9863 -2.2167 -3.0539
P 1.9127 4.3784 2.7080
O 2.2176 -5.9656 1.3328
O 0.4205 -7.1751 2.3771
O -0.9760 4.6933 -4.3714
O 2.3894 -1.4262 -1.8458
O -1.8833 1.4269 -0.3943
O 2.9262 -3.5670 -2.8513
O 3.0315 3.2053 2.5417
O 3.0323 5.3423 3.4615
O 0.3132 3.6898 -6.3790
O 3.5317 -6.6209 3.2605
O -2.0950 2.8202 -0.3678
O 2.4708 -8.3928 2.2252
O 0.6624 -1.3046 -3.5127
O -1.9428 0.0836 4.4588
O -2.0454 3.3278 -5.9313
O 0.6229 3.3173 2.5511
O 0.6360 2.9339 -4.1081
O 1.7119 5.1481 1.4385
O 2.8588 -1.8063 -4.3709
N -5.3717 2.9058 0.6558
N -5.6951 0.8237 1.1989
C 4.3055 -5.4745 2.9305
C -2.8602 3.1552 0.7700
C 1.6284 3.9009 -3.7650
C -1.2985 4.5608 -2.9873
C 0.8745 0.0680 -3.8284
C -2.6013 -1.0555 3.9385
C 3.4433 -3.8739 -1.5599
C 2.3238 -2.0068 -5.6836
C 3.0035 2.0511 3.3904
C 1.9145 -9.4607 3.0000
C -4.3140 1.0450 1.2804
C -3.2725 0.0359 1.6926
C 0.5996 2.4670 1.4130
C -3.7366 -0.7566 2.9519
C -4.1184 2.3318 0.9183
C -6.2620 1.9667 0.8421
C 3.1704 6.7009 3.0593
C -2.1290 3.1548 -7.3422
C -2.8249 1.1020 4.9085
C -0.0226 -7.8178 1.1869
H 1.3882 2.6911 0.6967
H 4.7552 -5.6128 1.9487
H 2.3972 -1.0672 -6.2310
H -2.3662 1.5893 5.7786
H 2.6757 -3.8018 -0.7923
H 0.6985 1.4283 1.7401
H -3.0233 -1.6768 4.7484
H -2.3473 0.5833 1.9107
H 1.2794 -2.3183 -5.6611
H 2.1110 2.0187 4.0154
H -3.1664 2.9243 -7.5851
H 2.6049 3.4401 -3.9076
H -4.5940 -0.2384 3.3969
H 2.2053 7.1967 2.9762
H -1.4977 2.3379 -7.6861
H -1.8506 4.0835 -7.8367
H 1.8874 0.4021 -3.6199
H 2.7069 -9.9360 3.5773
H -3.0387 -0.6137 0.8390
H -5.5901 3.8551 0.3867
H -2.3553 4.7898 -2.8391
H 0.7648 -7.9163 0.4431
H 2.9153 -2.7613 -6.2011
H 4.2743 -3.2071 -1.3348
H 1.4900 -10.1953 2.3163
H -2.2525 3.1952 1.6875
H -0.7020 5.2759 -2.4201
H 3.7635 7.2103 3.8184
H -2.8780 1.8763 4.1224
H -1.0914 3.5592 -2.6147
H 1.5159 4.1681 -2.7122
H 1.1309 -9.1171 3.6750
H 3.8894 2.0504 4.0242
H 3.7074 -4.5652 2.9495
H 3.0224 1.1622 2.7601
H 0.6550 0.2302 -4.8862
H 0.1797 0.6580 -3.2332
H -1.8305 -1.6638 3.4470
H -7.3427 1.9979 0.7566
H -0.9911 1.2804 -0.7477
H 3.7024 6.7435 2.1106
H -0.3668 2.5962 0.9282
H -0.4064 -8.8084 1.4386
H -0.8344 -7.2229 0.7693
H -3.1784 4.1899 0.5769
H 3.8150 -4.8978 -1.5845
H 1.5661 4.8009 -4.3722
H 5.1001 -5.3886 3.6717
H -4.1263 -1.7254 2.6057
H -3.8129 0.7401 5.2151
*
```

---

Asked for LUMO energy across the records above, the calculation gives 3.49, -8.34, 0.25, -3.41 eV in order.